{"formula": "C45H48N8O3PRuS2", "method": "the ωB97M-V functional and the def2-TZVPD basis", "multiplicity": 6, "total_charge": 2, "e_tot_ha": -3639.6023, "homo_lumo_gap_ha": [0.175, 0.131], "homo_ev": [-9.86, -11.01], "e_above_lowest_kcal_mol": 35.3, "elements": ["Ru", "C", "C", "C", "C", "C", "C", "C", "N", "N", "C", "C", "C", "C", "C", "C", "N", "C", "C", "C", "C", "C", "C", "N", "H", "H", "H", "H", "H", "H", "H", "H", "H", "H", "H", "H", "H", "H", "H", "H", "H", "H", "H", "H", "C", "O", "C", "C", "C", "C", "C", "C", "C", "N", "C", "C", "N", "C", "C", "C", "C", "N", "C", "C", "N", "C", "C", "C", "C", "H", "H", "H", "H", "H", "H", "H", "H", "H", "H", "H", "H", "H", "H", "C", "C", "C", "O", "P", "S", "S", "O", "C", "C", "C", "H", "H", "H", "H", "H", "H", "H", "H", "H", "H", "H", "H", "H", "H"], "xyz": [[1.727, 0.741, -0.341], [4.708, 1.513, -0.986], [4.734, 0.082, -1.514], [4.383, -0.912, -0.446], [5.282, -1.917, -0.114], [5.002, -2.781, 0.931], [3.811, -2.617, 1.622], [2.950, -1.617, 1.225], [3.216, -0.778, 0.212], [3.344, 2.103, -0.952], [2.987, 2.600, -2.305], [1.524, 2.920, -2.413], [1.065, 3.980, -3.177], [-0.302, 4.158, -3.326], [-1.165, 3.276, -2.691], [-0.631, 2.269, -1.912], [0.684, 2.099, -1.770], [3.367, 3.249, -0.019], [3.268, 2.833, 1.424], [3.635, 3.709, 2.435], [3.380, 3.356, 3.750], [2.767, 2.139, 4.010], [2.464, 1.312, 2.946], [2.716, 1.647, 1.679], [5.107, 1.531, 0.029], [5.348, 2.143, -1.610], [4.034, -0.013, -2.345], [5.729, -0.140, -1.896], [6.200, -2.012, -0.677], [5.704, -3.556, 1.207], [3.548, -3.258, 2.451], [2.002, -1.487, 1.727], [3.589, 3.479, -2.556], [3.214, 1.823, -3.039], [1.769, 4.654, -3.648], [-0.688, 4.970, -3.927], [-2.236, 3.374, -2.792], [-1.270, 1.577, -1.377], [4.263, 3.854, -0.186], [2.506, 3.884, -0.244], [4.094, 4.658, 2.190], [3.650, 4.019, 4.561], [2.531, 1.834, 5.020], [1.992, 0.350, 3.104], [-10.334, 0.325, 6.534], [-9.669, -0.750, 5.885], [-8.513, -0.512, 5.257], [-7.892, 0.739, 5.185], [-6.693, 0.875, 4.518], [-6.078, -0.220, 3.905], [-6.712, -1.467, 3.975], [-7.906, -1.612, 4.637], [-4.814, -0.020, 3.226], [-4.181, 1.137, 3.131], [-3.047, 0.890, 2.428], [-2.971, -0.452, 2.074], [-4.105, -1.013, 2.593], [-1.898, -1.016, 1.331], [-1.807, -2.355, 0.968], [-0.681, -2.787, 0.227], [0.276, -1.879, -0.115], [0.223, -0.551, 0.206], [-0.873, -0.100, 0.952], [-0.925, 1.252, 1.309], [0.107, 2.056, 0.911], [0.060, 3.347, 1.219], [-0.968, 3.943, 1.927], [-2.030, 3.150, 2.353], [-2.016, 1.800, 2.052], [-11.234, -0.099, 6.966], [-10.604, 1.107, 5.820], [-9.713, 0.752, 7.325], [-8.343, 1.604, 5.649], [-6.199, 1.834, 4.455], [-6.269, -2.337, 3.505], [-8.403, -2.571, 4.697], [-4.374, -1.978, 2.534], [-2.578, -3.058, 1.253], [-0.571, -3.820, -0.066], [1.138, -2.205, -0.677], [0.892, 3.956, 0.881], [-0.938, 5.002, 2.139], [-2.863, 3.556, 2.911], [2.803, -4.090, -2.571], [3.282, -3.678, -3.955], [4.606, -2.940, -3.911], [2.238, -2.929, -4.644], [1.831, -1.403, -4.597], [3.121, -0.093, -5.335], [1.571, -0.690, -2.723], [0.526, -1.361, -5.457], [-0.685, -2.198, -5.416], [-0.496, -3.404, -6.315], [-1.105, -2.593, -4.010], [3.482, -4.836, -2.158], [1.807, -4.531, -2.629], [2.779, -3.229, -1.901], [3.385, -4.569, -4.574], [4.518, -2.039, -3.300], [4.924, -2.652, -4.912], [5.365, -3.590, -3.477], [-1.436, -1.536, -5.846], [0.240, -4.087, -5.894], [-0.162, -3.096, -7.305], [-1.447, -3.927, -6.416], [-0.346, -3.228, -3.549], [-2.035, -3.157, -4.062], [-1.265, -1.718, -3.382]], "atomic_forces_ev_per_a": [[-0.80, -0.13, 1.07], [0.14, -0.29, -0.04], [-0.18, 0.16, 0.15], [0.13, -0.05, -0.02], [-0.06, -0.05, 0.05], [-0.07, 0.07, -0.03], [0.13, -0.03, -0.03], [-0.11, -0.06, 0.13], [-0.09, 0.10, -0.32], [-0.09, 0.06, 0.09], [-0.07, 0.05, -0.15], [-0.02, 0.15, -0.02], [-0.01, -0.01, -0.03], [-0.01, -0.10, 0.07], [0.07, 0.08, -0.11], [-0.19, -0.17, 0.06], [0.38, 0.00, 0.01], [-0.13, 0.12, 0.08], [0.06, 0.03, 0.12], [0.01, 0.01, -0.02], [-0.01, -0.05, -0.02], [0.05, 0.02, 0.00], [0.03, -0.11, 0.04], [0.06, 0.21, -0.16], [-0.02, 0.06, 0.00], [-0.06, 0.10, 0.04], [0.05, -0.06, -0.14], [0.01, 0.00, 0.02], [0.01, 0.05, 0.01], [-0.01, -0.02, -0.01], [-0.04, 0.02, 0.00], [0.01, 0.04, -0.04], [0.04, -0.03, 0.04], [0.03, -0.04, 0.06], [0.01, -0.04, -0.03], [0.01, 0.01, 0.01], [-0.01, -0.03, 0.04], [0.05, 0.00, 0.02], [0.01, -0.03, -0.04], [0.06, -0.02, -0.08], [0.02, -0.01, 0.01], [-0.01, 0.02, -0.01], [0.01, -0.03, -0.01], [-0.02, 0.02, 0.02], [0.04, 0.10, 0.00], [-0.21, -0.18, 0.07], [0.43, 0.15, -0.22], [-0.27, -0.03, 0.16], [0.31, -0.25, -0.24], [-0.45, -0.01, 0.25], [0.21, 0.20, -0.07], [-0.22, -0.06, 0.12], [0.57, 0.25, -0.27], [-0.32, 0.09, 0.20], [0.11, -0.51, -0.18], [0.21, 0.52, 0.03], [-0.24, -0.13, 0.11], [0.13, 0.25, -0.08], [-0.11, -0.12, 0.04], [0.21, 0.36, -0.05], [-0.17, -0.98, -0.17], [0.85, 0.88, -0.15], [-0.43, -0.28, 0.10], [-0.01, 0.33, 0.12], [0.06, -0.20, -0.09], [0.25, -0.03, -0.14], [-0.31, -0.04, 0.16], [0.28, 0.18, -0.10], [-0.10, -0.27, -0.03], [0.00, 0.00, 0.00], [-0.01, -0.02, -0.01], [0.00, -0.02, 0.00], [0.02, -0.01, -0.01], [-0.05, 0.06, 0.05], [-0.05, -0.04, 0.02], [0.01, 0.00, 0.00], [-0.04, -0.03, 0.01], [0.01, 0.00, -0.01], [0.05, 0.01, -0.02], [0.01, 0.04, 0.01], [-0.07, -0.01, 0.03], [0.03, 0.00, -0.02], [0.00, 0.01, 0.00], [-0.11, 0.07, -0.18], [0.29, -0.20, 0.37], [-0.20, 0.07, -0.16], [-0.13, 0.46, -0.05], [-0.43, -0.45, 0.00], [-0.13, -0.02, 0.38], [0.20, -0.25, -1.09], [0.25, 0.08, 0.28], [-0.30, -0.43, -0.05], [0.16, 0.20, -0.01], [0.29, 0.25, -0.04], [0.02, 0.01, -0.02], [0.01, 0.00, 0.04], [0.00, 0.00, 0.03], [-0.06, 0.06, -0.06], [0.05, -0.02, 0.01], [0.06, 0.01, 0.02], [-0.02, -0.03, 0.01], [0.07, 0.05, 0.00], [-0.01, -0.04, 0.00], [-0.03, -0.02, -0.01], [0.00, -0.01, -0.01], [-0.03, -0.03, 0.05], [0.01, 0.00, -0.05], [-0.01, 0.00, 0.06]], "mulliken_spin": [2.545, 0.006, 0.037, -0.015, 0.003, 0.000, 0.007, 0.016, -0.027, -0.108, 0.026, 0.027, 0.008, 0.000, 0.006, 0.010, -0.026, 0.054, -0.014, 0.001, 0.000, 0.006, 0.009, 0.089, -0.004, -0.005, -0.006, 0.002, 0.000, 0.000, -0.001, -0.014, 0.001, -0.032, 0.001, 0.000, 0.000, 0.002, -0.001, 0.003, 0.000, 0.000, 0.001, 0.004, 0.000, 0.000, -0.002, 0.001, -0.003, 0.001, -0.001, 0.001, -0.008, 0.002, -0.036, 0.000, 0.010, -0.113, 0.388, 0.046, 0.200, 0.197, 0.242, 0.032, 0.200, -0.021, 0.102, -0.001, 0.041, 0.000, 0.000, 0.000, 0.000, 0.000, 0.000, 0.000, 0.003, 0.013, 0.003, -0.046, 0.027, 0.003, -0.004, 0.013, -0.003, 0.000, 0.004, -0.015, 0.630, 0.455, 0.020, -0.006, 0.000, 0.022, 0.000, -0.001, 0.004, 0.000, -0.001, 0.003, 0.000, 0.000, 0.000, 0.000, 0.000, -0.008, 0.002, -0.002]}